# 1
{
  "formula": "C4HN2P",
  "method": "wB97M-V/def2-TZVPD",
  "elements": ["C", "C", "C", "C", "N", "N", "P", "H"],
  "xyz": [[1.0094, 0.1265, -1.6748], [-1.4292, -0.4050, 0.7895], [0.8312, 0.0172, -0.3447], [-0.1630, 0.3577, 0.7788], [1.1587, 0.1831, -2.8368], [-2.4714, -0.8811, 0.9385], [1.4766, -0.6815, 1.0407], [-0.4122, 1.2831, 1.3088]],
  "forces_ev_per_angstrom": [[0.308, 0.497, -4.845], [-0.059, 0.165, 0.328], [-0.117, -0.282, 4.871], [-0.227, -1.913, -0.513], [-0.253, -0.078, 2.336], [0.712, 0.125, -0.282], [-1.443, 1.239, -1.250], [1.079, 0.247, -0.644]],
  "nbo_charge": [0.205, 0.236, -0.464, -0.509, -0.220, -0.300, 0.784, 0.267],
  "e_lumo_ev": -2.01,
  "de_lowest_kcal_mol": 3.5,
  "mol_weight_g_mol": 108.04,
  "max_force_ha_per_bohr": 0.095,
  "orbital_gap_ev": 8.5365
}


# 2
{
  "formula": "C4H5N3",
  "method": "wB97M-V/def2-TZVPD",
  "elements": ["C", "C", "C", "C", "H", "H", "H", "H", "H", "N", "N", "N"],
  "xyz": [[2.1086, 0.1996, 0.1170], [1.2175, -0.8355, -0.1404], [-0.2132, -0.4403, -0.3034], [-0.8684, 0.8279, -0.2166], [3.1620, -0.0990, 0.4892], [1.7569, 1.1545, -0.2852], [1.7739, -1.9397, 0.0767], [-0.2762, 1.8383, 0.1368], [-2.9370, 0.9708, 0.0424], [-2.1441, 0.4903, 0.0354], [-2.3495, -0.8086, 0.1303], [-1.2304, -1.3584, -0.0821]],
  "forces_ev_per_angstrom": [[-0.341, -3.096, -1.076], [3.367, 0.346, 1.760], [-1.903, -0.054, 0.983], [3.659, 0.623, 1.337], [-1.852, 1.174, -0.941], [0.832, 0.207, 0.893], [-2.785, 2.864, -0.744], [-2.322, -2.534, -1.512], [-3.634, 3.182, 0.200], [2.839, -1.100, 0.151], [0.071, -0.041, -0.719], [2.070, -1.569, -0.333]],
  "nbo_charge": [-0.407, -0.211, 0.007, -0.099, 0.221, 0.193, 0.250, 0.250, 0.401, -0.328, -0.042, -0.234],
  "e_lumo_ev": 0.54,
  "de_lowest_kcal_mol": 96.1,
  "mol_weight_g_mol": 95.11,
  "max_force_ha_per_bohr": 0.094,
  "orbital_gap_ev": 9.3573
}


# 3
{
  "formula": "C3H6N2OS",
  "method": "wB97M-V/def2-TZVPD",
  "elements": ["C", "C", "C", "H", "H", "H", "H", "H", "H", "N", "N", "O", "S"],
  "xyz": [[-1.2187, 2.2658, 0.6898], [-1.0103, 0.9307, -0.0021], [0.7280, -1.0818, -0.2559], [-2.1982, 2.6574, 0.2998], [-1.2807, 2.1045, 1.8313], [-0.5586, 3.0172, 0.4184], [2.0012, -2.7315, -0.2796], [2.4657, -1.4304, 0.8315], [-1.1642, -1.4829, -0.6355], [2.0245, -1.6977, -0.0219], [-0.2146, -1.8991, -0.3972], [-1.9542, 0.0970, 0.0069], [0.7941, 0.5987, -0.1361]],
  "forces_ev_per_angstrom": [[-2.887, -0.803, 0.369], [-2.021, -2.095, 2.663], [1.677, -4.247, 0.901], [0.571, -0.493, 0.763], [0.167, 0.212, -1.930], [1.842, 1.169, -0.214], [-0.068, 2.117, 0.967], [0.331, -0.143, 0.442], [1.847, -0.508, 0.486], [-1.030, -0.460, -1.751], [-2.179, 0.420, -1.187], [3.199, 2.897, -0.968], [-1.450, 1.935, -0.541]],
  "nbo_charge": [-0.720, 0.434, 0.198, 0.242, 0.261, 0.225, 0.407, 0.378, 0.387, -0.862, -0.661, -0.544, 0.255],
  "e_lumo_ev": 0.06,
  "de_lowest_kcal_mol": 46.0,
  "mol_weight_g_mol": 118.16,
  "max_force_ha_per_bohr": 0.091,
  "orbital_gap_ev": 9.4869
}


# 4
{
  "formula": "C42H38FGeMgN3O8",
  "method": "wB97M-V/def2-TZVPD",
  "elements": ["Mg", "O", "C", "O", "C", "C", "C", "C", "C", "O", "C", "C", "O", "O", "H", "H", "H", "H", "H", "H", "H", "H", "C", "C", "C", "C", "C", "C", "C", "F", "C", "C", "C", "O", "C", "C", "N", "C", "C", "O", "O", "H", "H", "H", "H", "H", "H", "H", "H", "H", "H", "H", "C", "Ge", "C", "C", "C", "C", "C", "C", "C", "C", "C", "C", "C", "C", "C", "C", "C", "C", "H", "H", "H", "H", "H", "H", "H", "H", "H", "H", "H", "H", "H", "H", "H", "N", "C", "C", "C", "N", "H", "H", "H", "H"],
  "xyz": [[0.1199, -0.7382, 0.3582], [-0.4049, 1.3611, 3.6757], [0.1023, 0.7247, 2.7611], [-0.4508, -0.1892, 2.0484], [1.5696, 1.0164, 2.3688], [2.3421, -0.2836, 2.0483], [3.8442, 0.0199, 2.1240], [4.0318, 0.8871, 0.8536], [2.6256, 0.8392, 0.2311], [2.1363, -0.4450, 0.6304], [1.6803, 1.7679, 0.9926], [0.3207, 1.9120, 0.3151], [-0.3374, 2.9021, 0.5539], [-0.0758, 0.9662, -0.5399], [2.0248, 1.5908, 3.1721], [2.0060, -1.1746, 2.5738], [4.1044, 0.5441, 3.0419], [4.4222, -0.9022, 2.0728], [4.3349, 1.9091, 1.0814], [4.7620, 0.4545, 0.1706], [2.5875, 0.9362, -0.8458], [2.0500, 2.7820, 1.1217], [-3.2980, -6.2952, 3.1027], [-3.8575, -5.9438, 1.7201], [-5.3802, -5.9543, 1.7939], [-5.9891, -5.4778, 0.4855], [-5.4931, -4.0866, 0.2061], [-6.3292, -3.1540, -0.4317], [-5.8484, -1.8857, -0.6679], [-6.6760, -0.9656, -1.2340], [-4.5602, -1.5193, -0.3627], [-3.6800, -2.4598, 0.2219], [-2.2878, -2.1687, 0.3659], [-1.7543, -1.0578, -0.0946], [-1.4859, -3.1905, 0.9781], [-2.0369, -4.3449, 1.4132], [-3.3785, -4.6373, 1.2721], [-4.1987, -3.7412, 0.5769], [0.0139, -3.0203, 1.0340], [0.6651, -3.3796, 2.0140], [0.4997, -2.5019, -0.0435], [-3.8672, -7.1248, 3.5250], [-3.3993, -5.4338, 3.7641], [-2.2512, -6.5917, 3.0726], [-3.5278, -6.7077, 1.0000], [-5.6858, -5.2770, 2.5972], [-5.7161, -6.9613, 2.0484], [-7.0794, -5.4861, 0.5395], [-5.6917, -6.1523, -0.3262], [-7.3350, -3.4299, -0.7214], [-4.2058, -0.5271, -0.5825], [-1.4193, -5.0941, 1.8834], [-3.0538, 1.6303, 0.4880], [-1.9671, 1.4207, -1.1419], [-1.3387, 3.0787, -2.0677], [-0.4039, 2.9534, -3.0890], [0.1040, 4.0756, -3.7303], [-0.3239, 5.3407, -3.3582], [-1.2576, 5.4760, -2.3380], [-1.7548, 4.3535, -1.6969], [-2.6722, 0.2879, -2.6385], [-2.3693, -1.0382, -2.8292], [-2.9824, -1.8042, -3.8319], [-3.9150, -1.2455, -4.6576], [-4.2780, 0.1085, -4.5012], [-5.2689, 0.6902, -5.3244], [-5.6732, 1.9824, -5.1374], [-5.1119, 2.7429, -4.0996], [-4.1444, 2.2092, -3.2929], [-3.6691, 0.8864, -3.4720], [-4.0610, 1.9665, 0.2348], [-2.5711, 2.3492, 1.1415], [-3.0943, 0.6636, 0.9820], [-0.0571, 1.9652, -3.3782], [0.8292, 3.9624, -4.5274], [0.0764, 6.2193, -3.8488], [-1.5962, 6.4620, -2.0431], [-2.4556, 4.4680, -0.8765], [-1.7027, -1.5339, -2.1411], [-2.7338, -2.8541, -3.9265], [-4.4126, -1.8377, -5.4166], [-5.7159, 0.0807, -6.1014], [-6.4360, 2.4123, -5.7742], [-5.4524, 3.7565, -3.9286], [-3.7544, 2.8088, -2.4849], [0.8251, -1.2552, -3.0244], [1.1402, -1.6712, -4.2653], [2.4522, -1.3135, -4.4732], [2.8367, -0.6831, -3.2739], [1.8382, -0.6534, -2.4065], [-0.0310, -1.3869, -2.5133], [0.4279, -2.1671, -4.9027], [3.0504, -1.4755, -5.3527], [3.7953, -0.2615, -3.0150]],
  "forces_ev_per_angstrom": [[-0.146, -0.256, -0.657], [0.115, -0.150, -0.156], [-0.005, 0.051, 0.402], [0.087, 0.784, 1.209], [-0.381, -0.131, -0.010], [0.453, 0.325, 0.573], [-0.103, -0.128, -0.156], [-0.109, -0.075, -0.009], [0.353, 0.488, 0.085], [0.313, 0.136, 0.036], [-0.097, -0.392, -0.076], [0.277, 1.364, 0.319], [0.078, -0.429, -0.115], [-1.100, 0.960, -0.599], [0.061, 0.002, -0.035], [-0.070, -0.011, -0.101], [-0.010, -0.015, 0.023], [0.000, 0.015, -0.031], [-0.001, 0.018, -0.039], [0.010, -0.001, 0.026], [-0.059, -0.110, -0.073], [0.021, -0.006, -0.037], [0.018, 0.009, -0.114], [-0.077, -0.077, 0.260], [0.043, 0.049, -0.197], [0.117, 0.081, 0.126], [0.219, -0.027, -0.020], [-0.186, 0.041, -0.057], [0.115, -0.109, 0.074], [0.006, 0.001, -0.030], [-0.109, -0.007, -0.030], [0.574, 0.229, -0.066], [-0.493, -0.299, -0.159], [-0.607, 0.042, -0.101], [0.052, 0.116, -0.012], [0.147, 0.031, -0.006], [0.123, 0.071, 0.091], [-0.472, -0.005, -0.158], [-0.015, -1.191, 0.153], [-0.140, -0.013, -0.160], [0.464, -1.140, -0.086], [0.011, -0.033, -0.026], [0.026, -0.010, 0.027], [0.006, 0.037, 0.042], [-0.066, -0.009, -0.016], [-0.046, -0.043, 0.037], [0.052, -0.012, 0.032], [-0.003, -0.002, -0.030], [-0.075, -0.053, 0.015], [-0.015, 0.057, 0.026], [-0.003, 0.023, -0.069], [0.004, 0.024, -0.001], [0.201, 0.020, -0.486], [0.506, 0.065, 0.098], [-0.132, -0.410, 0.250], [-0.060, -0.153, 0.011], [0.034, 0.046, -0.085], [0.001, -0.030, 0.041], [-0.053, 0.086, -0.041], [-0.026, -0.056, 0.074], [0.138, 0.091, 0.460], [0.039, 0.298, 0.065], [-0.187, -0.121, -0.341], [0.151, -0.103, 0.096], [0.084, 0.157, 0.181], [-0.103, 0.173, -0.024], [-0.053, -0.242, -0.206], [0.177, 0.077, 0.238], [-0.184, 0.037, -0.014], [-0.086, -0.204, -0.206], [0.000, -0.036, -0.077], [0.020, 0.058, -0.018], [0.033, 0.001, -0.030], [0.013, 0.025, -0.050], [0.018, -0.018, 0.026], [-0.021, -0.005, -0.025], [0.021, -0.004, 0.029], [0.002, 0.043, -0.005], [-0.180, -0.035, 0.142], [0.028, -0.004, 0.026], [0.014, 0.005, -0.024], [0.003, -0.001, -0.007], [-0.003, 0.005, 0.007], [0.006, -0.002, 0.009], [-0.005, 0.088, -0.040], [0.152, 0.054, -0.030], [-0.009, -0.009, -0.087], [0.063, 0.039, 0.022], [-0.066, -0.032, -0.107], [0.180, 0.021, 0.050], [0.020, -0.129, -0.107], [-0.037, -0.012, 0.065], [-0.041, -0.034, -0.023], [-0.018, 0.031, 0.025]],
  "mulliken_spin": [-0.007, 0.001, 0.002, -0.009, 0.000, 0.000, 0.000, 0.000, 0.000, 0.002, 0.000, 0.001, 0.000, 0.006, 0.000, 0.000, 0.000, 0.000, 0.000, 0.000, 0.000, 0.000, -0.005, 0.011, 0.005, -0.008, -0.025, 0.260, -0.123, -0.003, 0.128, -0.079, 0.303, 0.107, -0.178, 0.284, 0.020, 0.133, -0.011, -0.004, 0.005, -0.003, 0.004, 0.003, 0.002, -0.001, 0.000, 0.003, -0.001, 0.035, 0.079, 0.037, 0.013, 0.008, 0.000, 0.000, 0.000, 0.000, 0.000, 0.000, -0.022, 0.055, -0.005, -0.006, 0.014, 0.000, 0.000, 0.000, -0.001, -0.001, 0.000, 0.002, -0.012, 0.000, 0.000, 0.000, 0.000, 0.000, -0.022, 0.002, -0.001, 0.000, 0.000, 0.000, 0.000, 0.003, 0.000, 0.000, 0.000, -0.001, 0.001, 0.000, 0.000, 0.000],
  "e_lumo_ev": [2.48, 2.48],
  "de_lowest_kcal_mol": 29.6,
  "multiplicity": 2,
  "charge": -1,
  "mol_weight_g_mol": 828.69,
  "max_force_ha_per_bohr": 0.031,
  "orbital_gap_ev": [4.3925, 7.3174]
}